# 1
ORCA calculation (wB97M-V/def2-TZVPD) on a structure of composition C39H35AsN6O2PdS.

Each line ends with the Löwdin charge.
Positions of all 85 atoms, in Å:
Pd (0.40509, -2.00209, 1.23379)  0.7633
N (1.18616, -2.15071, 5.48224)  0.0628
C (0.69467, -2.37954, 4.22400)  -0.8866
S (1.83306, -2.85087, 2.98573)  0.6500
N (-0.56847, -2.23116, 4.02060)  -0.0162
N (-0.89448, -2.45269, 2.67565)  -0.1773
C (-2.08380, -2.90104, 2.47280)  -0.0689
C (-2.64858, -3.36966, 1.23777)  -0.1625
C (-4.04363, -3.50968, 1.16537)  -0.0719
C (-4.66187, -3.99489, 0.03891)  -0.1143
C (-3.86199, -4.39502, -1.04506)  -0.0968
C (-2.49472, -4.30037, -0.99835)  -0.0267
C (-1.82365, -3.78188, 0.14545)  -0.4004
O (-0.54427, -3.73541, 0.20277)  -0.1356
H (2.08431, -2.54895, 5.69231)  0.0702
H (0.50520, -2.15786, 6.22494)  0.0919
H (-2.69891, -2.96113, 3.36853)  0.1344
H (-4.63810, -3.21359, 2.02410)  0.1119
H (-5.73831, -4.08872, -0.00500)  0.0925
H (-4.33433, -4.79701, -1.93455)  0.1000
H (-1.87828, -4.62811, -1.82669)  0.1089
C (0.61395, 4.57962, -1.89470)  -0.0338
C (0.53417, 3.19553, -2.47681)  -0.2803
C (1.66820, 2.42896, -2.69688)  -0.0757
C (1.60333, 1.13079, -3.19273)  -0.0163
C (0.36906, 0.57478, -3.49855)  -0.2325
N (0.17428, -0.73491, -4.01116)  0.1369
C (1.09687, -1.61810, -4.52879)  -0.5184
O (0.86692, -2.29110, -5.50955)  0.0923
N (2.32567, -1.68583, -3.88162)  0.1273
C (2.58519, -1.77665, -2.50341)  -0.2179
C (3.91655, -1.82481, -2.09879)  0.0047
C (4.21101, -1.94261, -0.75988)  -0.0332
C (3.17507, -1.99931, 0.15655)  -0.1519
N (1.89825, -1.96621, -0.22686)  -0.0346
C (1.60147, -1.84765, -1.52693)  -0.0419
C (-0.77818, 1.34852, -3.31870)  -0.0367
C (-0.69528, 2.62899, -2.81055)  -0.0280
H (1.64921, 4.89128, -1.75952)  0.0789
H (0.12393, 4.61966, -0.91929)  0.0704
H (0.12276, 5.30889, -2.54081)  0.0826
H (2.64139, 2.85225, -2.47451)  0.1039
H (2.51753, 0.57826, -3.34991)  0.1033
H (-0.70200, -0.85241, -4.49990)  0.1475
H (2.98926, -2.17557, -4.46362)  0.1526
H (4.70564, -1.76333, -2.83894)  0.1241
H (5.23385, -1.97803, -0.41362)  0.1166
H (3.36509, -2.07564, 1.21627)  0.0296
H (0.55378, -1.87112, -1.78397)  0.1091
H (-1.74667, 0.93346, -3.57015)  0.1128
H (-1.60602, 3.19751, -2.66272)  0.1220
C (-1.15505, 5.58075, 1.99528)  -0.1013
C (0.13471, 5.08306, 2.09857)  -0.0972
C (0.35565, 3.71324, 2.17362)  -0.1142
C (-0.71017, 2.81721, 2.14929)  -0.3680
C (-2.00332, 3.33071, 2.07115)  -0.1141
C (-2.22552, 4.69764, 1.98339)  -0.0897
As (-0.43189, 0.87112, 2.40237)  1.3475
C (-1.60041, 0.24995, 0.95302)  -0.4041
C (-1.21723, -0.21496, -0.29987)  -0.1403
C (-2.17373, -0.70876, -1.18899)  -0.0886
C (-3.51666, -0.68410, -0.86923)  -0.0774
C (-3.91092, -0.20071, 0.37087)  -0.0773
C (-2.95951, 0.21809, 1.28296)  -0.1494
C (1.37965, 0.86986, 1.65548)  -0.4464
C (1.69386, 1.37864, 0.39305)  -0.1186
C (3.01511, 1.55785, 0.01615)  -0.0756
C (4.04087, 1.27011, 0.90991)  -0.0865
C (3.73888, 0.79463, 2.17702)  -0.0861
C (2.41364, 0.59401, 2.54538)  -0.1573
H (-1.32623, 6.64755, 1.92933)  0.0996
H (0.97916, 5.76086, 2.12000)  0.1026
H (1.37281, 3.35229, 2.25700)  0.0952
H (-2.85796, 2.66635, 2.06718)  0.0781
H (-3.23921, 5.07196, 1.91265)  0.1012
H (-0.20037, -0.09140, -0.64326)  0.0578
H (-1.85501, -1.11397, -2.13932)  0.0938
H (-4.25201, -1.07000, -1.56271)  0.1094
H (-4.95878, -0.19652, 0.64276)  0.1095
H (-3.27754, 0.51112, 2.27808)  0.0963
H (0.90541, 1.66676, -0.29352)  0.0920
H (3.24591, 1.94256, -0.96983)  0.0738
H (5.07250, 1.42633, 0.61924)  0.1038
H (4.53042, 0.57740, 2.88315)  0.1067
H (2.18356, 0.21557, 3.53453)  0.0828

Properties
* E_LUMO (spin up / spin down): -0.44 / -0.44 eV
* frontier orbital gap (spin up / spin down): 6.6 / 6.6 eV

---

# 2
ORCA calculation (wB97M-V/def2-TZVPD) on a structure of composition C46H58BCl3N11NaO6S4.

Each line ends with the Löwdin charge.
Positions of all 130 atoms, in Å:
Na (-0.45218, -0.19871, 1.04168)  0.2430
O (-5.43880, 1.56872, 2.21879)  0.0875
C (-4.31427, 0.84652, 2.09696)  -0.5364
O (-3.35406, 1.00064, 2.80724)  0.0929
C (-4.42796, -0.20307, 1.03105)  -0.1881
C (-5.66567, -0.58893, 0.53432)  0.0216
C (-5.70014, -1.58474, -0.42769)  -0.0262
C (-4.51401, -2.14134, -0.86246)  -0.0342
C (-3.32240, -1.68618, -0.30269)  -0.2206
N (-3.28684, -0.75541, 0.63948)  0.2215
C (-1.95967, -2.22076, -0.66824)  -0.4862
O (-1.89598, -3.41472, -1.27330)  0.1233
O (-0.95446, -1.69080, -0.28421)  0.0439
H (-5.27207, 2.28040, 2.85246)  0.1350
H (-6.56731, -0.11464, 0.88999)  0.1205
H (-6.64524, -1.92226, -0.83130)  0.1156
H (-4.52845, -2.88275, -1.65084)  0.1122
H (-2.74656, -3.65051, -1.66107)  0.0966
C (-6.40277, 3.10327, -1.40978)  -0.0405
C (-5.58260, 4.24325, -2.01157)  -0.5576
C (-6.32441, 4.81029, -3.22060)  -0.0594
C (-5.38475, 5.37236, -0.99872)  -0.0528
N (-4.27106, 3.70536, -2.44758)  0.0037
C (-3.84873, 3.64446, -3.76832)  -0.0496
C (-2.65772, 3.02665, -3.78473)  -0.0698
N (-2.33402, 2.67903, -2.49090)  0.0174
B (-1.07498, 1.88172, -2.08339)  -0.6578
N (0.05320, 2.89793, -1.78712)  0.0456
C (0.03480, 4.23056, -2.14382)  -0.0394
C (1.16427, 4.80167, -1.70289)  -0.0489
N (1.90957, 3.82570, -1.06208)  0.0026
C (1.20560, 2.64692, -1.11418)  -0.6672
S (1.67800, 1.13589, -0.49118)  0.6565
C (3.18083, 4.08848, -0.33780)  -0.5521
C (3.58774, 5.54744, -0.54673)  -0.0607
C (2.95856, 3.85231, 1.15733)  -0.0399
C (4.30477, 3.21154, -0.89299)  -0.0476
N (-0.64018, 1.01585, -3.31045)  0.0445
C (0.49433, 1.20504, -4.06810)  -0.0516
C (0.56663, 0.21580, -4.97435)  -0.0468
N (-0.54786, -0.59382, -4.80077)  0.0036
C (-1.28914, -0.08123, -3.76537)  -0.6580
S (-2.80752, -0.58539, -3.19589)  0.7253
C (-0.74246, -1.90105, -5.47663)  -0.5532
C (-0.60000, -3.00504, -4.42726)  -0.0338
C (0.34391, -2.08838, -6.53500)  -0.0589
C (-2.10345, -1.96597, -6.16858)  -0.0542
C (-3.31554, 3.10280, -1.66137)  -0.6843
S (-3.26162, 2.96324, 0.02239)  0.6967
H (-7.40723, 3.45525, -1.16717)  0.0865
H (-5.92220, 2.73777, -0.50612)  0.0357
H (-6.47866, 2.27995, -2.12276)  0.0920
H (-7.27573, 5.21473, -2.87775)  0.0877
H (-6.52944, 4.03885, -3.96397)  0.0847
H (-5.76031, 5.61851, -3.68838)  0.0863
H (-6.35889, 5.76079, -0.69591)  0.0850
H (-4.80898, 6.18643, -1.44351)  0.0891
H (-4.85769, 5.00954, -0.12055)  0.0211
H (-4.41772, 4.03262, -4.58958)  0.1056
H (-2.01883, 2.79076, -4.61737)  0.1259
H (-1.29271, 1.18300, -1.14234)  0.0804
H (-0.79295, 4.66636, -2.67272)  0.1201
H (1.48629, 5.81907, -1.80096)  0.1067
H (2.85883, 6.24035, -0.12533)  0.0848
H (3.72871, 5.76900, -1.60571)  0.0863
H (4.53893, 5.70691, -0.04082)  0.0893
H (2.16184, 4.50403, 1.52126)  0.0930
H (3.87424, 4.07226, 1.70833)  0.0890
H (2.67857, 2.81825, 1.34113)  0.0135
H (4.47881, 3.44693, -1.94503)  0.0883
H (4.06003, 2.15663, -0.80472)  0.0268
H (5.22192, 3.40682, -0.33548)  0.0868
H (1.16033, 2.03221, -3.90022)  0.1227
H (1.30690, 0.04739, -5.73095)  0.1060
H (0.35584, -2.90551, -3.90924)  0.0972
H (-0.64106, -3.98487, -4.90634)  0.0886
H (-1.39630, -2.93970, -3.68824)  0.0349
H (1.33443, -2.14038, -6.08149)  0.0845
H (0.32487, -1.28752, -7.27521)  0.0868
H (0.15905, -3.03127, -7.04817)  0.0888
H (-2.90334, -1.74439, -5.46780)  0.0127
H (-2.25178, -2.96975, -6.57055)  0.0858
H (-2.15312, -1.25008, -6.99156)  0.0881
Cl (2.81166, -1.08886, 7.57859)  0.6694
C (3.27591, -1.55163, 5.97192)  -0.6570
C (3.84188, -2.79628, 5.75322)  -0.0868
C (4.16128, -3.16252, 4.45787)  -0.0277
C (3.94862, -2.31458, 3.37503)  -0.1603
C (4.28749, -2.74116, 1.95707)  -0.2624
C (3.56663, -4.04291, 1.56868)  -0.0710
N (2.16720, -4.00437, 1.93750)  -0.0611
C (1.60492, -4.63836, 3.01962)  -0.0625
C (0.28775, -4.29472, 3.01256)  -0.1290
N (0.02643, -3.46688, 1.94960)  0.0585
C (1.17019, -3.31070, 1.33151)  -0.1380
O (5.69303, -2.76540, 1.71379)  -0.0701
C (6.42251, -3.97752, 1.66026)  -0.1629
C (6.66445, -4.64137, 2.98535)  -0.3376
C (6.32832, -5.92194, 3.30432)  -0.9819
Cl (5.53361, -7.07369, 2.30535)  0.6761
S (6.79242, -6.35692, 4.90622)  0.9935
C (7.46489, -4.79761, 5.16179)  -0.4009
C (7.33184, -4.00230, 4.07391)  -0.1383
C (3.38751, -1.06353, 3.63586)  -0.5489
Cl (3.03849, 0.05424, 2.36749)  0.7698
C (3.05046, -0.67864, 4.92689)  -0.1202
H (4.02392, -3.47038, 6.57848)  0.1081
H (4.58692, -4.14376, 4.29021)  0.0999
H (3.93185, -1.95783, 1.29057)  0.1073
H (4.01519, -4.89682, 2.07323)  0.0776
H (3.64634, -4.19240, 0.49104)  0.1460
H (2.17690, -5.26977, 3.67675)  0.1184
H (-0.48709, -4.58999, 3.69990)  0.0975
H (1.30918, -2.72308, 0.43616)  0.1372
H (7.38813, -3.66631, 1.25835)  0.1400
H (5.98434, -4.69147, 0.95841)  0.1040
H (7.91541, -4.56893, 6.11381)  0.0701
H (7.66848, -2.97624, 4.03214)  0.1274
H (2.61187, 0.29336, 5.09978)  0.0997
C (-0.44310, 1.21437, 5.22254)  -0.0575
N (-1.18447, 0.03097, 4.83921)  0.0271
C (-0.92350, -0.64425, 3.69279)  -0.5999
N (-1.77638, -1.66875, 3.40732)  0.1850
O (0.07240, -0.40156, 3.00076)  -0.0673
H (0.14389, 1.03228, 6.12519)  0.0743
H (-1.12007, 2.05106, 5.39445)  0.0843
H (0.23211, 1.46541, 4.40737)  0.0828
H (-2.05495, -0.15328, 5.30422)  0.1316
H (-2.73861, -1.59424, 3.68450)  0.0990
H (-1.54618, -2.20986, 2.58192)  0.0621

Properties
* E_LUMO: 0.17 eV
* frontier orbital gap: 6.8 eV

---

# 3
ORCA calculation (wB97M-V/def2-TZVPD) on a cluster of 2 separate species, C4H10N2O in total.

Each line ends with the Löwdin charge.
Positions of all 17 atoms, in Å:
C (-1.06030, 0.04379, 2.26244)  -0.1673
C (0.61323, -1.53907, 2.27223)  -0.1011
N (0.22714, -0.43951, 2.73260)  -0.0882
H (-1.81076, -0.19831, 3.02025)  0.0791
H (-1.33037, -0.36372, 1.29006)  0.0523
H (-1.02689, 1.12529, 2.18711)  0.0634
H (1.54952, -1.96315, 2.61569)  0.0606
H (0.04253, -2.10990, 1.53099)  0.0750
O (-0.40427, 1.44159, -3.90144)  0.0564
C (-0.35658, 0.59537, -3.05324)  -0.2784
C (0.79363, 0.46570, -2.09046)  -0.2469
N (0.24537, 0.54808, -0.73805)  0.0014
H (-1.14610, -0.18296, -2.96796)  0.1241
H (1.23227, -0.52636, -2.20205)  0.1175
H (1.53125, 1.23095, -2.35207)  0.1151
H (0.97815, 0.38548, -0.05815)  0.0613
H (-0.07782, 1.48672, -0.54794)  0.0758

Properties
* E_LUMO: 0.77 eV
* frontier orbital gap: 10.6 eV

---

One value per record, in order, for energy: -129200.79090, -163329.33473, -9336.27735 eV.
One value per record, in order, for energy relative to the best compared isomer or geometry (same formula, charge and spin): 34.1, 7.6, 62.5 kcal/mol.